Model i:
{
  "formula": "C4H3N",
  "method": "ωB97M-V/def2-TZVPD",
  "elements": ["C", "H", "C", "H", "C", "C", "N", "H"],
  "positions_angstrom": [[-0.458, -1.095, 0.140], [2.893, -0.646, -0.019], [0.706, -0.178, -0.208], [-0.733, 1.544, 0.532], [-0.510, 0.807, -0.343], [1.951, -0.136, -0.096], [-1.422, -0.236, -0.193], [-2.428, -0.059, 0.186]],
  "lowdin_charge": [0.02, 0.04, -0.38, 0.11, -0.08, 0.17, -0.07, 0.19],
  "e_lumo_ev": [-0.60, -0.28],
  "e_homo_ha": [-0.2852, -0.2993]
}

=====

Model ii:
{
  "formula": "C4H3N",
  "method": "ωB97M-V/def2-TZVPD",
  "elements": ["C", "C", "H", "H", "C", "H", "N", "C"],
  "positions_angstrom": [[0.310, 0.711, -0.056], [-0.454, -0.417, -0.589], [-1.664, -2.182, -1.340], [0.954, 1.180, -0.804], [-1.100, -1.352, -0.978], [-0.374, 1.476, 0.327], [1.289, 0.241, 2.282], [1.040, 0.343, 1.160]],
  "lowdin_charge": [-0.19, -0.14, 0.03, 0.12, 0.13, 0.13, 0.15, -0.22],
  "e_lumo_ev": 0.68,
  "e_homo_ha": -0.3968,
  "smiles": "C#CCC#N"
}

=====

Tell me which of them is the most stable. Sure, it is model ii.

=====

Model i:
{
  "formula": "C5H12N2",
  "method": "ωB97M-V/def2-TZVPD",
  "elements": ["C", "H", "H", "H", "H", "H", "N", "H", "H", "H", "H", "C", "C", "C", "H", "C", "H", "H", "N"],
  "positions_angstrom": [[0.149, -1.767, 1.454], [-0.014, 2.374, -0.253], [-1.690, 1.931, 0.481], [1.012, 0.445, 0.306], [-0.611, -2.560, 1.451], [-1.153, -0.729, 0.330], [1.250, -2.001, 0.493], [0.990, -1.500, -0.352], [0.506, 1.012, 1.910], [-1.872, 1.040, -1.758], [-0.006, 1.671, -3.271], [-0.824, 0.913, -1.507], [0.140, 0.640, 0.939], [0.276, 1.341, -2.258], [1.352, -2.998, 0.382], [-0.682, 1.651, 0.194], [0.528, -1.812, 2.483], [1.284, 0.931, -2.220], [-0.635, -0.584, 1.196]],
  "lowdin_charge": [-0.36, 0.03, 0.06, 0.08, 0.09, 0.07, -0.01, 0.05, 0.09, -0.01, -0.03, -0.28, -0.34, -0.26, 0.04, -0.19, 0.09, -0.03, -0.09],
  "s2": 0.75,
  "spin_multiplicity": 2,
  "e_lumo_ev": [4.07, 4.04],
  "e_homo_ha": [-0.0068, -0.0979],
  "charge": -1
}

=====

Model ii:
{
  "formula": "C5H12N2",
  "method": "ωB97M-V/def2-TZVPD",
  "elements": ["C", "C", "H", "C", "H", "H", "H", "H", "H", "H", "C", "H", "H", "N", "C", "H", "H", "H", "N"],
  "positions_angstrom": [[-0.883, -0.664, 0.291], [1.823, 0.646, -1.504], [0.847, 0.965, -1.908], [-3.047, -0.312, 1.195], [2.391, -0.985, -0.128], [-1.243, -1.260, -0.574], [3.057, 1.618, -0.166], [1.624, 2.471, -0.340], [-3.591, -1.108, 0.597], [-1.553, -1.523, 1.857], [1.493, -0.603, -0.673], [2.477, 0.501, -2.373], [-3.021, 0.639, 0.694], [2.298, 1.861, -0.778], [0.445, -0.315, 0.364], [1.426, -1.429, -1.442], [-3.660, -0.287, 2.233], [0.778, 0.347, 1.180], [-1.662, -0.560, 1.476]],
  "lowdin_charge": [-0.31, -0.30, 0.10, -0.48, 0.09, 0.09, 0.04, 0.05, 0.03, 0.02, -0.27, 0.09, 0.02, -0.03, -0.19, 0.11, 0.05, 0.09, -0.18],
  "s2": 0.75,
  "spin_multiplicity": 2,
  "e_lumo_ev": [3.79, 3.76],
  "e_homo_ha": [0.0483, -0.1733],
  "charge": -1
}

=====

Tell me which of them is the most stable. Sure, it is model ii.

=====

Model i:
{
  "formula": "C5H12N2",
  "method": "ωB97M-V/def2-TZVPD",
  "elements": ["H", "C", "H", "H", "C", "H", "H", "H", "C", "H", "H", "H", "C", "H", "H", "N", "C", "H", "N"],
  "positions_angstrom": [[-3.034, -1.172, -2.153], [-0.987, 2.347, 2.053], [0.245, -3.274, -0.797], [-0.622, 3.102, 2.739], [2.007, 0.764, 0.679], [-0.614, 0.717, 0.791], [2.186, 1.476, -0.137], [0.362, -1.568, -1.328], [-1.965, -1.360, -2.135], [-2.047, 2.348, 1.850], [1.539, -0.128, 0.265], [0.348, -2.898, -2.526], [-0.196, 1.441, 1.485], [1.546, 2.115, 2.191], [-1.322, -0.635, -2.644], [-1.509, -2.485, -1.600], [-0.076, -2.565, -1.566], [2.975, 0.473, 1.102], [1.164, 1.302, 1.732]],
  "lowdin_charge": [-0.04, -0.06, 0.03, 0.03, -0.14, 0.09, 0.07, 0.02, -0.30, 0.02, 0.06, 0.04, -0.28, 0.11, -0.05, -0.25, -0.30, 0.07, -0.11],
  "s2": 0.75,
  "spin_multiplicity": 2,
  "e_lumo_ev": [3.66, 3.54],
  "e_homo_ha": [0.0305, -0.1366],
  "charge": -1
}

=====

Model ii:
{
  "formula": "C5H12N2",
  "method": "ωB97M-V/def2-TZVPD",
  "elements": ["H", "H", "N", "H", "H", "H", "H", "H", "H", "H", "H", "C", "N", "C", "H", "H", "C", "C", "C"],
  "positions_angstrom": [[1.717, 0.151, -1.597], [1.699, -0.211, 0.592], [0.803, 0.394, -1.222], [-1.709, -1.743, -1.210], [-0.239, 0.292, 2.733], [1.188, 1.015, 2.791], [0.886, 2.134, 0.741], [0.101, -1.070, -2.603], [-1.962, -0.098, -0.574], [-0.793, 0.473, -2.593], [-0.745, -1.210, 1.226], [-0.271, -0.267, -1.961], [0.242, 1.139, 2.444], [-1.202, -0.821, -0.891], [-0.750, 1.588, 0.659], [0.319, -2.012, 0.013], [0.715, 0.072, 0.196], [0.247, 1.282, 0.996], [-0.247, -1.105, 0.260]],
  "lowdin_charge": [0.02, 0.06, -0.04, 0.07, 0.03, 0.03, 0.09, 0.04, 0.09, 0.08, 0.07, -0.34, -0.03, -0.23, 0.10, 0.03, -0.49, -0.30, -0.28],
  "s2": 0.75,
  "spin_multiplicity": 2,
  "e_lumo_ev": [4.42, 4.21],
  "e_homo_ha": [0.0497, -0.1758],
  "charge": -1
}

=====

Tell me which of them is the most stable. Sure, it is model ii.

=====

Model i:
{
  "formula": "CH8N2O2",
  "method": "ωB97M-V/def2-TZVPD",
  "elements": ["C", "O", "N", "H", "H", "N", "H", "H", "H", "H", "H", "O", "H"],
  "positions_angstrom": [[2.728, 0.464, 0.547], [-1.532, 1.390, 0.040], [2.101, 0.476, -0.690], [4.365, 1.025, -0.080], [-5.678, -3.575, -0.250], [3.899, 0.878, 0.818], [1.101, 0.629, -0.670], [2.453, 1.053, -1.433], [2.072, 0.009, 1.288], [-1.952, 1.388, -0.815], [-1.610, 0.460, 0.333], [-5.285, -2.688, -0.412], [-4.390, -2.673, -0.134]],
  "lowdin_charge": [-0.39, -0.06, 0.05, 0.03, 0.06, 0.05, 0.06, 0.08, 0.10, 0.03, 0.05, -0.06, 0.00],
  "e_lumo_ev": 0.23,
  "e_homo_ha": -0.3430,
  "smiles": "[H]/N=C\\N.O.O"
}

=====

Model ii:
{
  "formula": "CH8N2O2",
  "method": "ωB97M-V/def2-TZVPD",
  "elements": ["H", "H", "H", "H", "N", "H", "O", "H", "O", "H", "C", "H", "N"],
  "positions_angstrom": [[2.087, 2.106, 2.214], [-2.478, -0.294, -1.431], [-0.536, -0.415, 0.807], [-0.920, 0.046, -2.739], [-1.438, -0.320, 0.361], [1.047, -0.647, -0.531], [1.457, 1.383, 2.215], [-2.009, 0.390, 0.790], [1.387, -1.229, 0.166], [2.029, -1.773, -0.299], [-1.471, -0.173, -1.011], [1.345, 1.100, 1.301], [-0.500, -0.174, -1.844]],
  "lowdin_charge": [0.03, 0.12, 0.05, 0.04, 0.08, -0.02, -0.06, 0.09, -0.08, 0.04, -0.36, 0.01, 0.05],
  "e_lumo_ev": 0.88,
  "e_homo_ha": -0.3648,
  "smiles": "[H]/N=C/N.O.O"
}

=====

Tell me which of them is the most stable. Sure, it is model ii.

=====

Model i:
{
  "formula": "C2H8S3",
  "method": "ωB97M-V/def2-TZVPD",
  "elements": ["H", "H", "C", "H", "S", "H", "S", "C", "H", "H", "H", "S", "H"],
  "positions_angstrom": [[-0.795, -1.101, 1.700], [-0.996, 0.438, -2.651], [0.625, 0.626, 1.521], [-1.485, 0.408, 2.387], [1.868, -0.650, -2.382], [0.540, 1.453, 0.833], [0.072, -0.226, -3.334], [-0.758, -0.073, 1.551], [1.209, -1.801, -2.192], [1.343, 0.051, 0.999], [1.113, 0.897, 2.497], [-1.662, 0.391, -0.046], [-1.075, -0.412, -0.882]],
  "lowdin_charge": [0.02, -0.18, -0.19, 0.11, 0.26, 0.04, 0.17, -0.52, -0.22, 0.03, 0.08, 0.66, -0.26],
  "e_lumo_ev": -0.15,
  "e_homo_ha": -0.3377,
  "smiles": "CCS.SS"
}

=====

Model ii:
{
  "formula": "C2H8S3",
  "method": "ωB97M-V/def2-TZVPD",
  "elements": ["H", "H", "H", "H", "H", "H", "S", "H", "H", "C", "C", "S", "S"],
  "positions_angstrom": [[-0.232, -0.197, -0.684], [-1.504, -2.676, 1.438], [-1.270, -0.979, 1.037], [0.139, 0.374, -2.437], [0.882, -0.603, 1.699], [1.792, 2.633, -2.899], [0.499, -1.612, 2.488], [-0.674, 1.392, -1.265], [-1.904, -1.443, 2.616], [0.072, 0.590, -1.369], [-1.201, -1.708, 1.835], [1.705, 3.070, -1.633], [1.698, 1.158, -0.826]],
  "lowdin_charge": [-0.01, 0.03, -0.01, 0.03, -0.20, -0.20, 0.63, 0.03, 0.02, -0.49, -0.48, 0.30, 0.34],
  "e_lumo_ev": 0.48,
  "e_homo_ha": -0.3334,
  "smiles": "CSS.CS"
}

=====

Model iii:
{
  "formula": "C2H8S3",
  "method": "ωB97M-V/def2-TZVPD",
  "elements": ["H", "H", "H", "H", "H", "H", "H", "H", "S", "C", "S", "S", "C"],
  "positions_angstrom": [[-0.069, -2.206, 2.092], [1.807, 1.849, 1.280], [0.568, 1.224, -2.013], [-1.935, -0.473, -0.473], [2.767, 0.466, 2.078], [1.577, -2.099, 2.173], [2.165, 0.408, 0.344], [0.777, -1.619, 0.469], [0.455, 0.092, 2.081], [1.967, 0.769, 1.364], [-0.009, -0.055, -2.190], [-1.930, 0.448, -1.372], [0.712, -1.654, 1.597]],
  "lowdin_charge": [0.01, 0.03, -0.16, -0.27, 0.04, 0.05, 0.02, 0.02, 0.68, -0.45, 0.20, 0.26, -0.43],
  "e_lumo_ev": 0.06,
  "e_homo_ha": -0.3103,
  "smiles": "CSC.SS"
}

=====

Tell me which of them is the most stable. Sure, it is model ii.